{"formula": "C19H25N2PtSSb", "method": "the ωB97M-V functional and the def2-TZVPD basis", "de_lowest_kj_mol": 257.71, "orbital_gap_ev": [4.9, 4.9], "charge": 2, "e_tot_ev": -43689.277, "homo_energy_ha": [-0.5340, -0.5345], "elements": ["Pt", "N", "C", "C", "C", "C", "C", "C", "C", "C", "C", "C", "C", "C", "H", "H", "H", "H", "H", "H", "H", "H", "H", "H", "C", "C", "Sb", "C", "C", "C", "C", "H", "H", "H", "H", "H", "H", "H", "H", "H", "H", "H", "H", "H", "H", "H", "S", "C", "N"], "positions_angstrom": [[-0.0757, -0.2029, 0.2988], [2.0141, 0.9189, -0.0542], [2.7828, 0.3772, -1.0827], [4.0988, -0.0012, -0.8206], [4.9230, -0.3974, -1.8487], [4.4309, -0.4433, -3.1642], [3.1205, -0.1246, -3.4247], [2.2408, 0.2523, -2.3938], [0.8250, 0.3744, -2.6748], [0.4072, 0.8001, -3.9554], [-0.9162, 0.7600, -4.3231], [-1.8760, 0.2444, -3.4475], [-1.4992, -0.1494, -2.1710], [-0.1843, -0.0371, -1.7580], [2.5415, 1.0159, 0.8061], [1.5565, 1.7936, -0.2982], [4.4885, 0.0748, 0.1879], [5.9561, -0.6423, -1.6434], [5.0797, -0.7554, -3.9712], [2.7363, -0.2297, -4.4287], [1.1379, 1.2037, -4.6428], [-1.2186, 1.1194, -5.2975], [-2.9095, 0.1536, -3.7528], [-2.2619, -0.5318, -1.5021], [0.8414, -4.3912, 1.5188], [0.5514, -3.4937, 2.7148], [-0.7965, -1.8821, 2.2074], [-2.6112, -2.9155, 1.5998], [-3.0275, -3.9559, 2.6261], [-1.2564, -0.8588, 4.0678], [-1.2514, -1.7897, 5.2709], [1.5587, -5.1597, 1.8081], [1.2735, -3.8357, 0.6853], [-0.0559, -4.9007, 1.1664], [1.4571, -3.0434, 3.1187], [0.0400, -4.0275, 3.5162], [-2.3879, -3.3603, 0.6304], [-3.3659, -2.1415, 1.4647], [-2.2551, -4.7070, 2.7949], [-3.9106, -4.4818, 2.2595], [-3.2981, -3.5063, 3.5802], [-2.2289, -0.3943, 3.9050], [-0.5106, -0.0716, 4.1725], [-2.0111, -2.5664, 5.1988], [-1.4693, -1.2059, 6.1662], [-0.2815, -2.2642, 5.4203], [-0.9243, 1.6655, 1.6288], [-2.1375, 1.8814, 0.5031], [-2.9882, 2.0355, -0.2634]], "atomic_forces_ev_per_a": [[0.73, 1.58, -0.84], [-1.90, -0.59, 0.00], [0.59, -0.29, -1.62], [-0.20, 0.20, 0.12], [-0.07, -0.07, -0.59], [0.49, -0.02, 0.51], [-0.43, 0.02, 0.33], [1.18, 0.13, 0.64], [-0.18, 0.06, 0.39], [0.08, -0.20, 0.50], [-0.39, -0.18, 0.19], [0.13, -0.07, 0.03], [-0.42, 0.25, 0.32], [0.45, -0.06, -0.03], [-0.21, -0.03, 0.22], [0.18, 0.15, 0.04], [0.02, 0.04, 0.02], [-0.02, -0.06, -0.02], [0.01, 0.02, 0.02], [0.01, -0.04, -0.02], [0.07, -0.02, 0.09], [0.00, 0.02, 0.00], [0.02, -0.04, 0.03], [-0.10, 0.03, 0.13], [-0.01, -0.03, 0.01], [0.17, 0.35, -0.47], [-0.88, -0.26, 0.82], [0.37, 0.33, -0.13], [0.02, -0.06, 0.12], [0.12, -0.11, -0.31], [0.03, -0.11, -0.01], [-0.02, 0.00, -0.01], [0.02, -0.03, 0.00], [0.00, 0.01, -0.02], [-0.03, 0.02, 0.05], [-0.09, 0.12, 0.04], [-0.04, 0.02, -0.02], [0.02, 0.02, -0.04], [-0.01, 0.00, 0.02], [0.01, 0.02, -0.03], [0.02, -0.01, 0.00], [0.03, 0.04, -0.05], [-0.04, 0.03, -0.04], [0.02, -0.01, 0.01], [0.01, 0.00, -0.01], [-0.01, 0.00, 0.02], [0.77, -1.27, -0.18], [-0.57, 0.15, -0.25], [0.09, -0.03, 0.05]], "nbo_charge": [0.62, -0.74, 0.21, -0.25, -0.15, -0.17, -0.15, -0.12, 0.04, -0.20, -0.12, -0.16, -0.24, -0.14, 0.43, 0.43, 0.23, 0.25, 0.25, 0.24, 0.25, 0.26, 0.26, 0.25, -0.64, -0.67, 1.26, -0.66, -0.64, -0.67, -0.64, 0.26, 0.21, 0.22, 0.25, 0.25, 0.24, 0.25, 0.22, 0.26, 0.22, 0.25, 0.24, 0.22, 0.26, 0.22, 0.10, -0.04, -0.22]}